59
Properties=species:S:1:pos:R:3:forces:R:3:lowdin_spin:R:1 method="wB97M-V/def2-TZVPD" multiplicity=2 total_charge=-1 homo_lumo_gap_ev="6.1 / 7.0" e_above_lowest_kj_mol=141.5 largest_force_ev_per_a=1.65
Ru 0.0129 0.7131 -0.7920 -0.30 -0.74 -0.02 0.6404
C -0.0756 2.3519 3.4027 0.01 -0.04 -0.15 0.0014
C 0.0651 2.2205 1.9067 -0.52 -0.16 0.50 0.0430
S -1.1513 1.2877 1.0538 0.17 -0.13 -0.41 0.1085
C 1.0447 2.8148 1.2247 0.44 0.41 -0.26 0.0305
C 2.1038 3.6592 1.8840 -0.12 -0.04 -0.06 -0.0013
S 1.0748 2.6690 -0.5142 -0.23 -0.19 -0.13 0.1317
H -0.9630 1.8232 3.7541 0.01 0.01 0.01 0.0002
H -0.1609 3.3992 3.7063 0.02 0.00 0.02 0.0009
H 0.7984 1.9238 3.9033 -0.02 -0.01 0.00 0.0008
H 1.6840 4.5877 2.2853 0.01 -0.02 0.02 0.0002
H 2.8863 3.9197 1.1719 -0.01 0.00 0.01 0.0004
H 2.5646 3.1045 2.7037 0.01 -0.01 -0.02 -0.0004
N -0.3864 -3.5246 6.2124 0.07 0.12 0.02 0.0001
C 0.2675 -2.9357 5.1218 -0.03 -0.04 0.06 0.0002
C 1.5693 -3.3075 4.7933 0.05 0.00 -0.02 0.0000
C 2.2345 -2.6848 3.7487 -0.10 -0.04 -0.03 0.0003
C 1.6031 -1.6848 3.0271 -0.04 -0.05 0.13 0.0007
C 0.3076 -1.3019 3.3460 0.03 -0.05 0.03 0.0022
C -0.3570 -1.9305 4.3846 -0.03 0.05 -0.03 0.0001
S 2.4885 -0.8414 1.7524 0.15 0.08 -0.10 0.0028
O 3.6184 -1.6658 1.4006 -0.01 -0.04 0.01 0.0027
O 2.7604 0.4796 2.2490 -0.02 0.12 0.01 0.0014
N 1.4654 -0.6784 0.5096 0.29 -0.18 0.09 0.0175
C 0.9894 -1.7594 -0.1074 0.05 -0.04 -0.10 -0.0016
N 0.3198 -1.4336 -1.2594 -0.30 0.11 0.60 0.0143
C -0.2563 -2.4179 -1.9399 -0.13 0.26 -0.35 0.0042
C -0.1915 -3.7305 -1.5390 0.20 -0.14 0.07 0.0006
C 0.5243 -3.9694 -0.3628 -0.10 0.00 -0.08 -0.0005
N 1.1011 -3.0280 0.3488 0.09 0.10 0.04 -0.0006
H -0.0383 -4.4293 6.4825 -0.04 -0.04 -0.05 0.0000
H -1.3915 -3.4870 6.1772 -0.01 -0.04 -0.03 0.0000
H 2.0602 -4.0923 5.3592 0.00 0.02 0.00 0.0000
H 3.2377 -2.9799 3.4710 -0.01 0.00 0.00 0.0001
H -0.1852 -0.5239 2.7722 0.01 -0.03 -0.01 0.0035
H -1.3725 -1.6368 4.6291 0.02 0.00 0.01 0.0001
H -0.7665 -2.1276 -2.8534 -0.07 0.04 0.07 0.0005
H -0.6505 -4.5222 -2.1105 0.00 -0.01 0.02 0.0002
H 0.6277 -4.9803 0.0245 -0.02 0.00 -0.02 0.0000
C -2.2111 2.9732 -2.0572 -0.35 0.18 -0.13 0.0045
Si -1.7557 1.1571 -2.3189 0.85 1.34 0.44 -0.0008
C -3.4391 0.3255 -2.4247 0.02 -0.56 0.06 -0.0024
C -1.0296 1.2299 -4.0761 0.09 -0.30 -0.22 -0.0041
C -1.8029 1.2294 -5.2415 0.02 -0.03 0.01 -0.0008
C -1.2339 1.4104 -6.4965 -0.01 0.01 0.03 -0.0001
C 0.1378 1.5903 -6.6185 0.00 0.00 0.01 -0.0002
C 0.9345 1.5664 -5.4817 -0.07 -0.01 0.03 0.0000
C 0.3531 1.3856 -4.2317 -0.06 -0.02 -0.14 -0.0015
H -2.9690 3.3123 -2.7775 0.05 0.01 0.04 -0.0004
H -1.3197 3.5923 -2.1685 0.00 0.01 0.03 0.0011
H -2.5960 3.1251 -1.0454 0.02 0.01 -0.01 0.0017
H -4.1168 0.9810 -2.9771 -0.01 -0.04 -0.01 -0.0006
H -3.8509 0.1717 -1.4240 -0.02 0.05 -0.02 0.0000
H -3.4083 -0.6487 -2.9233 -0.06 0.03 0.02 0.0000
H -2.8775 1.0875 -5.1690 0.02 0.03 0.00 -0.0001
H -1.8607 1.4146 -7.3813 0.00 0.01 0.00 0.0000
H 0.5826 1.7523 -7.5932 0.00 -0.04 0.00 0.0000
H 2.0078 1.6888 -5.5678 -0.01 0.02 0.01 0.0000
H 0.9923 1.3747 -3.3542 0.01 0.04 0.04 -0.0011

***

56
Properties=species:S:1:pos:R:3:forces:R:3:lowdin_charge:R:1 method="wB97M-V/def2-TZVPD" total_charge=+2 homo_lumo_gap_ev=7.5 largest_force_ev_per_a=4.19
C -0.9079 -1.8148 -4.6661 -0.83 -0.48 -1.04 0.0965
C -1.1674 -0.9415 -5.6706 -0.57 0.20 0.86 -0.2676
H -0.8370 -2.8781 -4.8926 0.22 0.19 0.82 0.1122
H -0.8693 -1.5088 -3.5274 -1.58 -0.24 -1.18 0.0236
C -1.1582 0.4949 -5.4429 -0.15 -0.29 1.14 -0.2483
C -0.9694 0.8461 -4.1048 -2.03 1.45 -1.79 0.0184
H -1.6494 0.3954 -3.3766 0.82 -0.26 -0.12 0.1049
H -0.5891 1.8328 -3.8563 -0.68 0.24 -0.11 0.0837
C -1.5000 -1.5438 -7.0190 0.36 -0.25 0.29 -0.0229
H -1.3181 -2.6282 -6.9268 -0.21 0.46 -0.54 0.0884
H -0.8406 -1.1041 -7.7775 -0.17 -0.26 0.04 0.0937
H -2.5469 -1.3576 -7.3188 0.47 -0.04 0.28 0.1096
C -1.4108 1.4016 -6.6323 1.38 0.36 -0.40 -0.0391
H -2.4142 1.2659 -7.0732 0.30 -0.28 0.54 0.1028
H -0.6946 1.1794 -7.4512 -0.38 0.23 0.33 0.0885
H -1.3256 2.4729 -6.3985 0.05 -0.42 0.12 0.0867
Sr -0.7810 0.1533 2.0624 0.36 0.32 0.16 1.7008
O -0.0500 -0.2357 -0.2027 -0.11 0.00 -0.50 -0.2155
C 0.6276 0.2496 -1.1635 -1.20 -0.55 -0.40 -0.3964
O 1.3321 1.1937 1.4843 1.18 0.81 -1.57 -0.0960
C 1.9447 1.5145 0.4412 -0.97 -0.09 0.87 -0.4341
O 2.9676 2.3476 0.4612 0.00 -0.52 -1.05 0.1053
N 1.6423 1.1395 -0.8633 0.45 0.28 0.87 0.0785
C 3.4812 2.4874 -0.9222 0.90 0.82 0.50 -0.0491
C 2.5800 1.7094 -1.8429 -0.51 -0.23 -0.15 -0.0846
H 4.5067 2.0952 -0.9483 -0.33 0.36 0.26 0.1452
H 3.4445 3.5519 -1.1705 0.31 -0.22 0.31 0.1420
H 3.1318 0.9628 -2.4452 -0.41 0.09 0.60 0.1493
H 2.0583 2.3641 -2.5539 0.03 -0.13 0.28 0.1391
C 0.5040 -0.0734 -2.5318 0.87 -0.23 0.08 -0.1464
C 0.1259 -1.4364 -2.7631 3.28 0.51 2.55 -0.0270
H 1.1169 0.5234 -3.1999 0.19 -0.85 0.07 0.0953
H -0.3538 -1.7623 -1.8155 -0.30 -0.42 -1.00 0.1299
H 0.9697 -2.0845 -3.0096 -0.72 -0.20 -0.74 0.1293
N -0.7974 -0.6739 5.9535 -0.08 -0.41 0.73 0.1202
C -0.6659 -1.7966 5.1337 -0.04 0.61 -0.68 -0.2765
C -0.7386 -3.0836 5.7029 -0.04 -0.22 -0.46 0.0257
C -0.6513 -4.1939 4.8567 -0.13 1.15 0.54 -0.0112
C -0.4715 -3.9709 3.4858 0.12 -0.36 -0.94 -0.0521
C -0.3885 -2.6832 2.9890 -0.19 0.01 1.37 -0.1527
N -0.5143 -1.6004 3.8102 0.10 -0.77 -0.19 -0.0715
C -0.5382 0.6876 5.7378 0.14 0.13 -0.73 -0.2749
C -0.3750 1.5020 6.8776 -0.12 -0.24 -0.12 0.0088
C -0.0982 2.8505 6.7147 -0.21 -0.52 -0.20 -0.0224
C 0.0444 3.3392 5.4075 0.16 0.17 -0.61 -0.0437
C -0.0980 2.4759 4.3239 -0.33 -0.35 1.02 -0.1303
N -0.4485 1.1638 4.4759 0.38 0.45 0.46 -0.0210
H -0.9063 -0.9098 6.9476 0.08 0.20 -0.81 0.1530
H -0.9018 -3.1537 6.7797 0.12 -0.25 -0.34 0.1275
H -0.7390 -5.2000 5.2619 0.07 0.23 -0.14 0.1288
H -0.4134 -4.8075 2.7858 0.05 0.23 0.33 0.1210
H -0.2132 -2.4721 1.9169 -0.11 -0.32 0.51 0.0979
H -0.4864 1.0183 7.8555 0.14 0.46 -0.32 0.1278
H 0.0067 3.5005 7.5877 0.00 -0.21 -0.40 0.1305
H 0.2733 4.3901 5.2248 -0.01 -0.36 0.09 0.1189
H 0.0710 2.8054 3.2884 -0.12 0.02 0.53 0.0995

***

59
Properties=species:S:1:pos:R:3:forces:R:3:lowdin_charge:R:1 method="wB97M-V/def2-TZVPD" total_charge=+2 homo_lumo_gap_ev=7.4 e_above_lowest_kj_mol=0.0 largest_force_ev_per_a=0.65
Pb -1.2190 -1.0103 0.7548 -0.14 -0.11 0.14 1.6828
O 2.5023 -1.4820 -1.0216 -0.16 0.11 0.21 0.0465
C 3.3618 -1.5663 0.0324 0.10 -0.01 -0.10 -0.2380
C 4.5379 -2.2699 -0.1928 0.02 -0.05 0.03 -0.0033
C 5.4837 -2.3733 0.8043 0.14 -0.02 0.06 -0.0437
C 5.2852 -1.7655 2.0449 0.02 -0.06 -0.08 -0.0601
C 4.1267 -1.0606 2.2655 -0.10 0.02 0.07 -0.0178
C 3.1341 -0.9536 1.2772 -0.03 0.11 0.07 -0.0758
C 1.8974 -0.1909 1.5513 0.00 -0.29 -0.40 -0.3580
O 0.9083 -0.3374 0.7161 0.15 0.31 -0.03 -0.2520
N 1.9172 0.5808 2.6038 -0.25 0.28 0.30 0.1805
N 0.8574 1.3429 2.9525 0.22 -0.38 -0.43 -0.0571
C 0.8123 2.1418 3.9771 0.21 0.15 0.34 0.1232
C -0.4435 2.7995 4.0051 0.34 0.09 0.33 -0.1159
C -1.0494 3.7472 4.8396 -0.05 0.05 0.04 0.0229
C -2.3187 4.1509 4.5010 -0.01 -0.07 -0.09 -0.0327
C -2.9703 3.6314 3.3627 -0.08 0.08 0.04 -0.0207
C -2.3834 2.6990 2.5300 -0.06 0.02 0.01 0.0254
C -1.1096 2.3142 2.9034 -0.22 -0.27 -0.55 -0.1843
O -0.3320 1.4045 2.2237 -0.05 0.14 0.17 0.0269
H 1.7637 -0.9342 -0.7013 -0.09 -0.02 -0.05 0.0600
H 4.6946 -2.7138 -1.1682 0.00 0.03 0.04 0.1246
H 6.3976 -2.9216 0.6130 -0.02 0.01 0.01 0.1188
H 6.0326 -1.8465 2.8220 -0.02 0.01 -0.03 0.1144
H 3.9570 -0.5829 3.2211 0.00 -0.01 -0.04 0.1139
H 1.6770 2.2038 4.6215 -0.07 0.01 -0.02 0.1738
H -0.5412 4.1425 5.7092 -0.01 -0.02 -0.04 0.1336
H -2.8301 4.8804 5.1130 -0.01 -0.01 -0.02 0.1230
H -3.9675 3.9815 3.1297 0.01 0.01 0.03 0.1232
H -2.8745 2.3040 1.6491 0.04 0.05 0.06 0.1159
C -3.4146 1.2510 -4.0548 -0.02 0.03 0.22 0.0088
N -3.3781 1.1568 -2.5895 -0.02 0.03 -0.09 -0.1080
C -4.4597 1.8652 -1.8960 0.10 0.00 -0.15 0.0143
C -2.4341 0.5358 -1.9126 0.12 0.15 -0.02 -0.3924
O -2.3659 0.5556 -0.6617 -0.13 -0.02 0.08 -0.1609
C -1.3464 -0.2131 -2.6628 0.16 -0.05 0.08 -0.0689
O -0.7357 -1.1021 -1.7338 -0.15 -0.07 -0.18 -0.2441
C -0.1151 -2.2428 -2.3206 -0.01 0.10 -0.01 -0.0847
C 0.0777 -3.2568 -1.2094 0.23 0.03 -0.06 -0.4011
O -0.3173 -2.9613 -0.0562 -0.06 -0.25 0.07 -0.1637
N 0.6566 -4.4011 -1.4895 -0.04 -0.10 -0.03 -0.0983
C 1.1010 -4.7726 -2.8384 0.02 0.04 0.20 0.0109
C 0.8625 -5.4127 -0.4434 0.04 0.07 -0.20 0.0216
H -4.2839 0.7207 -4.4379 -0.03 -0.03 -0.02 0.1108
H -3.4888 2.3003 -4.3327 -0.03 0.03 -0.01 0.1103
H -2.5158 0.8520 -4.5088 0.03 -0.01 -0.01 0.0856
H -5.4083 1.5510 -2.3282 -0.01 0.02 0.00 0.1073
H -4.4438 1.6284 -0.8400 0.03 -0.03 0.02 0.0845
H -4.3416 2.9393 -2.0386 -0.01 -0.01 0.02 0.1090
H -1.7430 -0.7700 -3.5088 -0.07 -0.09 0.01 0.1352
H -0.6092 0.5049 -3.0297 0.05 0.04 -0.08 0.1653
H -0.7470 -2.6602 -3.1066 -0.10 -0.02 -0.01 0.1526
H 0.8492 -1.9699 -2.7507 0.04 0.03 0.02 0.1388
H 1.3031 -3.8983 -3.4503 -0.01 0.00 0.02 0.0912
H 2.0295 -5.3311 -2.7436 0.00 -0.01 -0.02 0.1075
H 0.3577 -5.4024 -3.3272 -0.01 -0.01 0.02 0.1118
H 0.3637 -5.1131 0.4689 -0.03 0.04 0.01 0.0914
H 0.4579 -6.3619 -0.7906 0.02 -0.01 0.01 0.1075
H 1.9314 -5.5177 -0.2612 0.00 -0.03 0.01 0.1079

***

59
Properties=species:S:1:pos:R:3:forces:R:3:lowdin_charge:R:1 method="wB97M-V/def2-TZVPD" smiles="O=C(CCCn1c(=O)c2sccc2n(CC(=O)NC[C@@H]2CCCO2)c1=O)NCc1ccco1" homo_lumo_gap_ev=9.0 e_above_lowest_kj_mol=0.0 largest_force_ev_per_a=1.13
O 0.2108 -1.1845 -0.9829 0.04 -0.11 0.39 0.0553
C 0.0269 -1.0454 -2.1819 0.02 -0.25 -0.57 -0.4571
C 1.0685 -1.3648 -3.2391 0.09 0.09 0.07 -0.0770
C 1.8383 -0.0982 -3.6494 0.15 0.01 0.10 -0.1443
C 3.1102 0.0957 -2.8200 0.03 0.19 -0.42 -0.1150
N 2.8916 -0.0962 -1.3932 0.19 -0.01 -0.21 0.0746
C 3.4016 -1.2660 -0.8199 -0.05 0.08 0.19 -0.4423
O 3.9997 -2.0882 -1.4828 0.06 -0.21 0.02 0.0678
C 3.1494 -1.3328 0.5902 -0.11 -0.06 0.66 -0.3757
S 3.6708 -2.6009 1.6406 -0.22 0.42 -0.06 1.0931
C 2.9456 -1.8073 2.9773 0.16 -0.12 -0.43 -0.3738
C 2.3295 -0.6393 2.6527 0.01 0.00 0.17 -0.0895
C 2.4401 -0.3621 1.2694 0.66 -0.80 -0.43 -0.2352
N 1.9361 0.7175 0.5950 -0.16 0.12 -0.09 0.0520
C 1.1553 1.7127 1.2945 -0.15 0.39 0.24 -0.0167
C -0.0514 1.1483 2.0498 0.31 -0.11 -0.44 -0.5051
O -0.4188 1.6582 3.0911 -0.08 0.29 0.33 0.0569
N -0.6334 0.0723 1.5013 -0.05 -0.22 -0.16 0.1008
C -1.7604 -0.5401 2.1635 -0.30 0.29 0.05 -0.0925
C -3.1007 0.1056 1.7842 0.18 0.14 0.51 -0.3159
C -4.1256 0.1493 2.9186 0.05 -0.03 -0.37 -0.1225
C -5.4296 0.2845 2.1375 0.13 -0.08 -0.07 -0.1481
C -5.1367 -0.5221 0.8644 -0.43 -0.05 -0.14 -0.1833
O -3.7268 -0.6522 0.7590 0.16 -0.12 -0.01 -0.1298
C 2.1367 0.8646 -0.7588 0.08 0.05 0.30 -0.4331
O 1.6890 1.8189 -1.3651 -0.04 0.23 -0.30 0.0659
N -1.1354 -0.6008 -2.6936 -0.37 0.23 -0.21 0.0927
C -2.2983 -0.2914 -1.8943 -0.18 0.02 0.31 -0.0840
C -2.4527 1.1690 -1.6090 0.78 0.09 -0.04 -0.2580
C -1.5435 2.1696 -1.4396 -0.28 -0.54 -0.17 -0.0146
C -2.2938 3.3342 -1.1356 -0.58 -0.04 0.06 -0.0516
C -3.5971 2.9522 -1.1430 0.40 0.74 0.17 -0.1241
O -3.7058 1.6428 -1.4363 -0.28 -0.43 -0.02 0.0311
H 0.5661 -1.7934 -4.1075 0.00 -0.03 0.03 0.1178
H 1.7634 -2.1061 -2.8431 -0.11 -0.05 0.00 0.1198
H 1.1993 0.7792 -3.5359 0.04 -0.01 -0.12 0.1043
H 2.1375 -0.1683 -4.6961 -0.02 0.03 -0.01 0.1151
H 3.4976 1.1056 -2.9758 0.01 -0.14 0.01 0.1331
H 3.8628 -0.6416 -3.1071 -0.12 0.19 0.05 0.1257
H 3.0138 -2.2528 3.9501 -0.01 -0.06 0.22 0.0692
H 1.8222 -0.0134 3.3625 -0.11 0.12 0.18 0.1144
H 1.7800 2.2453 2.0195 -0.15 -0.08 -0.05 0.1456
H 0.8029 2.4328 0.5499 0.07 -0.12 0.18 0.1289
H -0.3410 -0.2968 0.6006 0.10 0.04 0.03 0.0994
H -1.7905 -1.6002 1.9094 -0.03 0.01 0.04 0.1393
H -1.6087 -0.4171 3.2395 -0.02 -0.10 -0.11 0.1267
H -2.9097 1.1292 1.4233 0.02 -0.09 0.03 0.1535
H -3.9419 0.9717 3.6041 0.05 0.02 0.08 0.1231
H -4.1029 -0.7936 3.4671 0.04 -0.05 0.08 0.1233
H -6.2918 -0.1015 2.6762 -0.07 0.04 0.00 0.1085
H -5.6101 1.3304 1.8883 -0.04 0.02 0.02 0.1104
H -5.5200 -0.0254 -0.0336 -0.01 -0.06 0.08 0.1129
H -5.5615 -1.5310 0.9157 0.00 0.10 -0.02 0.1196
H -1.1869 -0.4038 -3.6806 0.09 -0.09 0.06 0.1527
H -2.2117 -0.8405 -0.9507 -0.10 0.03 -0.27 0.1137
H -3.1971 -0.6467 -2.4067 0.08 -0.03 0.09 0.1404
H -0.4789 2.0997 -1.5302 0.27 -0.12 -0.03 0.0824
H -1.9075 4.3128 -0.9383 0.00 0.25 0.05 0.1020
H -4.5067 3.4918 -0.9684 -0.18 -0.01 -0.01 0.1177